The following is a quantum chemistry calculation of the molecule C4H10OS at a distorted geometry, from the Open Molecules 2025 dataset.

Geometry as ORCA input:
```
! wB97M-V def2-TZVPD RIJCOSX def2/J DEFGRID3
* xyz 0 1
C -1.822 1.312 0.342
C -0.417 -1.100 0.538
C 1.027 -0.944 0.065
C 1.531 0.482 0.080
H -2.084 1.176 1.419
H -0.922 1.925 0.241
H -2.643 1.864 -0.154
H -0.677 -2.189 0.518
H -0.534 -0.749 1.554
H 1.158 -1.346 -0.899
H 1.700 -1.541 0.698
H 1.018 1.080 -0.645
H 1.357 0.934 1.083
H 3.238 1.322 -0.315
O 2.914 0.439 -0.224
S -1.677 -0.281 -0.491
*
```

Values from the calculation:
Energy relative to the best compared isomer or geometry (same formula, charge and spin) in eV: 0.290
Orbital gap in eV: 9.5
SMILES string: CSCCCO
HOMO level in Eh: -0.3163
LUMO level in eV: 0.86
Energy in eV: -17192.5351